[1]
6
Properties=species:S:1:pos:R:3:forces:R:3 method="wB97M-V/def2-TZVPD" e_above_lowest_kj_mol=30.8 e_tot_ha=-475.7993 smiles=O.S homo_lumo_gap_ev=10.88
O 1.248 -0.528 -0.705 -0.8855 0.3217 0.0039
H 0.541 -0.814 -0.083 0.8600 -0.1053 -1.0083
H 0.837 0.193 -1.234 0.3904 -0.7855 0.5002
S -1.119 0.779 1.087 -0.1217 -0.0679 0.0058
H -1.646 -0.073 0.188 0.0158 0.1228 0.1076
H 0.139 0.442 0.747 -0.2591 0.5142 0.3907

---

[2]
20
Properties=species:S:1:pos:R:3:forces:R:3 method="wB97M-V/def2-TZVPD" spin_multiplicity=3 e_above_lowest_kj_mol=217.7 e_tot_ha=-705.9930 homo_lumo_gap_ev="4.32 / 5.44"
C -0.750 -0.067 2.394 0.1009 -4.0207 5.9570
C -1.157 1.903 0.930 1.4751 -2.6273 -2.4218
C 2.896 -0.359 -1.925 -0.3306 0.0408 -0.3704
C -0.602 0.476 1.218 1.3173 3.4240 -6.1403
N -0.054 -0.280 0.096 -1.8676 0.6016 2.3435
O -2.129 -2.054 -0.461 -1.4261 0.0513 2.9652
O -1.290 -1.025 -2.467 1.2902 -0.5201 -4.2505
P -1.846 -0.635 -1.213 -0.3130 -0.0799 3.0656
H 3.076 -1.071 -2.716 -0.0540 0.0543 -0.1339
H -1.033 0.536 3.250 -0.1882 0.0233 -0.2202
H -0.210 -0.998 2.739 -0.6479 1.0087 -0.6967
H -0.339 2.560 0.738 0.6075 0.6376 -0.6550
H -1.919 2.026 0.122 0.5705 -0.5332 0.1106
H -1.575 2.284 1.767 -1.4997 0.8560 2.9201
H 1.978 0.164 -1.991 -1.4262 -0.0276 -0.5474
H 2.967 -0.775 -0.970 0.0626 -1.1230 1.4443
H 3.546 0.455 -1.895 1.7691 1.0782 -0.4333
H 0.297 -1.205 0.351 -0.6428 -0.1238 0.3061
H 0.692 0.080 -0.450 0.1985 1.1509 -0.9198
H -2.548 -2.017 0.483 1.0045 0.1289 -2.3232

---

[3]
18
Properties=species:S:1:pos:R:3:forces:R:3 method="wB97M-V/def2-TZVPD" spin_multiplicity=2 e_above_lowest_kj_mol=280.8 e_tot_ha=-342.9454 homo_lumo_gap_ev="11.13 / 6.74" charge=+2
C -1.852 1.152 0.910 0.1808 3.2843 -4.4640
C -0.825 0.175 0.567 2.1495 -4.8345 3.1106
C -0.062 -0.052 -0.791 -0.6805 -0.2482 -0.8572
C 1.307 -0.851 -1.079 1.4551 -0.7989 -0.4817
N 1.823 -1.052 -2.364 -2.9091 0.4069 3.5052
O 1.928 -1.189 0.002 -1.2464 0.5237 -2.3177
N 0.291 0.255 1.834 1.3234 -0.9233 -5.4366
H -1.537 2.213 0.538 -0.3430 -1.6446 0.5132
H -2.664 0.899 0.186 -0.3034 0.3639 1.3713
H -1.998 1.317 1.943 -0.8822 -0.7042 1.0043
H -1.141 -0.906 0.732 -0.3260 1.4840 0.2808
H 0.143 0.826 -1.360 0.0216 1.0936 -0.4325
H -0.849 -0.643 -1.319 0.7575 0.3058 -0.1822
H 1.128 -0.970 -3.115 0.2671 0.3027 0.1570
H 2.393 -1.875 -2.471 0.8729 -0.1954 0.0290
H 0.249 0.904 2.572 -0.2048 1.6586 0.8375
H 0.677 -0.600 2.159 -0.4724 -1.5790 0.9790
H 0.987 0.398 1.057 0.3401 1.5045 2.3841

---

[4]
73
Properties=species:S:1:pos:R:3:forces:R:3 method="wB97M-V/def2-TZVPD" e_above_lowest_kj_mol=72.5 e_tot_ha=-2380.3981 homo_lumo_gap_ev=7.36 charge=+2
Y -0.401 0.069 0.261 -0.8599 -0.4470 0.4719
C -1.928 -0.980 3.107 -0.1165 -0.0333 -0.0756
C -0.536 -0.441 3.413 -0.0146 0.1089 -0.0373
N -0.254 0.792 2.633 -0.0276 0.0939 0.0610
C -1.083 1.951 3.065 0.0671 -0.1121 0.0934
C -1.607 2.818 1.932 0.0613 0.0719 0.0178
S -2.506 1.941 0.620 -0.2073 0.1613 0.0008
C -3.762 0.981 1.512 -0.1041 -0.0607 0.0737
C -3.588 -0.525 1.329 0.0833 -0.0569 0.0222
N -2.226 -0.983 1.656 -0.0380 -0.0639 0.1230
H -2.684 -0.379 3.609 0.0049 0.0193 0.0164
H -2.018 -1.984 3.523 0.0228 -0.0110 0.0217
H 0.223 -1.183 3.153 0.0169 0.0016 -0.0262
H -0.465 -0.252 4.487 0.0799 -0.0477 0.0398
H 0.720 1.037 2.792 0.0132 -0.0022 0.0027
H -0.507 2.580 3.747 -0.0070 0.0554 -0.0133
H -1.917 1.571 3.651 -0.0136 -0.0041 0.0047
H -0.793 3.310 1.395 0.0146 -0.0196 -0.0123
H -2.247 3.600 2.339 -0.0106 -0.0073 0.0123
H -4.741 1.273 1.136 -0.0011 0.0106 -0.0070
H -3.743 1.269 2.562 0.0263 -0.0053 -0.0070
H -3.772 -0.789 0.287 0.0013 0.0277 -0.0311
H -4.338 -1.043 1.933 -0.0367 0.0094 0.0136
H -2.105 -1.932 1.310 -0.0153 -0.0093 -0.0010
C -0.814 -4.866 -0.114 0.0158 0.0001 0.0318
O -0.343 -4.426 1.156 -0.0428 -0.0582 -0.0375
C 0.960 -3.991 1.139 0.0441 -0.1066 0.0880
C 1.970 -4.789 1.635 0.0399 -0.0176 -0.0014
C 3.282 -4.315 1.716 -0.0543 0.0480 -0.0230
C 3.560 -3.026 1.316 0.0390 -0.0618 0.0299
C 2.546 -2.197 0.808 0.2728 0.3719 0.0180
C 2.876 -0.808 0.505 0.1616 -0.5765 0.0284
N 2.063 0.048 -0.013 -0.1247 0.3862 0.2012
N 2.607 1.337 -0.175 -0.0806 -0.2549 -0.1230
C 1.654 2.192 -0.397 -0.2481 0.3529 0.0164
O 0.380 1.863 -0.457 0.8706 0.9740 -0.4220
C 1.985 3.629 -0.542 -0.0572 -0.1130 -0.0795
C 0.975 4.514 -0.912 -0.0099 0.1222 -0.0149
C 1.250 5.867 -1.052 0.0105 -0.0622 0.0135
C 2.536 6.336 -0.821 0.0282 0.0009 0.0069
C 3.545 5.454 -0.451 -0.0077 0.0049 -0.0039
C 3.275 4.104 -0.312 0.0408 0.0195 0.0097
C 1.232 -2.688 0.699 -0.1832 0.3102 -0.1161
O 0.250 -1.922 0.249 0.2387 -0.9815 0.0381
H -1.801 -5.295 0.037 -0.0180 0.0213 0.0355
H -0.155 -5.633 -0.525 0.0125 0.0053 -0.0231
H -0.884 -4.021 -0.806 -0.0029 -0.0177 -0.0387
H 1.714 -5.784 1.979 0.0253 0.0221 -0.0044
H 4.063 -4.950 2.111 -0.0043 0.0157 -0.0066
H 4.566 -2.632 1.405 -0.0149 -0.0115 -0.0003
H 3.882 -0.458 0.741 0.0005 -0.0765 -0.0107
H -0.020 4.135 -1.099 0.0044 -0.0057 -0.0055
H 0.466 6.553 -1.343 0.0119 -0.0142 0.0031
H 2.753 7.391 -0.930 0.0022 -0.0199 0.0079
H 4.545 5.825 -0.269 -0.0091 -0.0051 -0.0032
H 4.054 3.413 -0.020 -0.0168 0.0047 -0.0113
N -2.749 0.028 -4.827 -0.1459 -0.1693 -0.0185
C -2.226 -1.222 -4.156 -0.3120 0.0388 -0.2902
P -1.011 -0.615 -2.921 -0.0070 0.5100 -0.0800
O -0.496 0.642 -3.560 -0.1382 -0.1192 0.0582
O -1.663 -0.610 -1.562 0.2429 0.0692 -0.2993
C 0.434 -1.737 -2.940 0.3399 -0.1374 0.0858
N 1.655 -0.861 -2.820 -0.1486 -0.1544 -0.4845
H -3.017 -0.138 -5.797 -0.0043 0.0226 0.0049
H -1.988 0.730 -4.776 0.2058 0.0872 0.0448
H -3.560 0.416 -4.343 0.0203 -0.0200 0.0317
H -1.743 -1.808 -4.935 0.0104 -0.0832 0.0594
H -3.058 -1.779 -3.735 0.0185 -0.0231 0.0002
H 0.492 -2.270 -3.887 0.0414 -0.0334 0.0056
H 0.428 -2.432 -2.102 -0.0078 -0.0241 -0.0192
H 1.487 0.021 -3.328 -0.0617 -0.0285 -0.0301
H 2.492 -1.319 -3.182 -0.0229 0.0181 0.0222
H 1.829 -0.607 -1.838 0.0855 0.0898 0.5414